1.
Molecular formula: C5H7N
Method: DFT, the ωB97M-V functional and the def2-TZVPD basis

Values from the calculation:
SMILES ... [H]/N=C1\CCC1=C

Last columns: bonded neighbours and bond lengths (Å).
Geometry (Å):
1 N 2.03943 -0.55257 -0.14110  C4 1.239, H10 1.015
2 C -1.02031 0.77462 -0.17819  C6 1.552, H8 1.045, H11 1.100, C13 1.554
3 H 0.22612 1.76128 1.13814  C6 1.075
4 C 0.90133 -0.06648 -0.09219  N1 1.239, C6 1.525, C13 1.461
5 H -0.02006 -2.57092 0.27501  C7 1.100
6 C 0.38342 1.34540 0.15901  C2 1.552, H3 1.075, C4 1.525, H9 1.056
7 C -0.85300 -1.87899 0.08342  H5 1.100, H12 1.091, C13 1.303
8 H -1.73521 1.16719 0.47452  C2 1.045
9 H 0.96393 1.90967 -0.51847  C6 1.056
10 H 2.75512 0.16584 -0.11044  N1 1.015
11 H -1.36430 0.91279 -1.21371  C2 1.100
12 H -1.84437 -2.30486 0.24263  C7 1.091
13 C -0.43210 -0.66296 -0.11864  C2 1.554, C4 1.461, C7 1.303

Table of Mulliken atomic charges, one value per atom, all in e:
1 N -0.69
2 C -0.57
3 H 0.21
4 C 0.38
5 H 0.28
6 C -0.49
7 C -0.80
8 H 0.35
9 H 0.34
10 H 0.25
11 H 0.21
12 H 0.32
13 C 0.21

2.
Molecular formula: C5H7N
Method: DFT, the ωB97M-V functional and the def2-TZVPD basis

Values from the calculation:
SMILES ... Cc1cc[nH]c1

Last columns: bonded neighbours and bond lengths (Å).
Geometry (Å):
1 H 2.35212 0.84079 -0.60808  C11 1.097
2 C 0.44386 0.04061 -0.00325  C9 1.377, C11 1.497, C13 1.420
3 H -0.06648 -2.01570 -0.71261  C9 1.083
4 H -0.13647 2.08076 0.73847  C13 1.065
5 N -1.65014 -0.63393 -0.27938  C8 1.442, C9 1.366, H12 1.023
6 H 2.35918 -0.89754 -0.27098  C11 1.096
7 H -2.65025 0.47334 0.61076  C8 1.159
8 C -1.66307 0.76344 0.07651  N5 1.442, H7 1.159, C13 1.341
9 C -0.34394 -1.01913 -0.39224  C2 1.377, H3 1.083, N5 1.366
10 H 2.30375 0.26703 1.06198  C11 1.097
11 C 1.93937 0.06335 0.04707  H1 1.097, C2 1.497, H6 1.096, H10 1.097
12 H -2.44756 -1.16224 -0.64262  N5 1.023
13 C -0.40330 1.11815 0.36949  C2 1.420, H4 1.065, C8 1.341

Table of Mulliken atomic charges, one value per atom, all in e:
1 H 0.26
2 C 0.76
3 H 0.37
4 H 0.41
5 N -0.09
6 H 0.30
7 H 0.24
8 C -0.43
9 C -0.73
10 H 0.28
11 C -1.10
12 H 0.23
13 C -0.50

3.
Molecular formula: C5H7N
Method: DFT, the ωB97M-V functional and the def2-TZVPD basis

Values from the calculation:
SMILES ... C1[C@@H]2[C@H]1[C@@H]1N[C@H]21

Last columns: bonded neighbours and bond lengths (Å).
Geometry (Å):
1 H -1.53379 -0.45437 1.67641  N6 0.990
2 C 0.51676 -0.62797 -0.66939  C7 1.563, C8 1.498, C12 1.508, H13 1.086
3 H 1.24664 1.58515 -0.64009  C12 1.086
4 H 0.99997 -0.64844 1.54951  C8 1.087
5 C -0.86515 0.89753 0.02733  N6 1.411, C7 1.502, H11 1.082, C12 1.567
6 N -1.54672 -0.10358 0.75107  H1 0.990, C5 1.411, C7 1.407
7 C -1.03141 -0.50000 -0.49700  C2 1.563, C5 1.502, N6 1.407, H9 1.082
8 C 1.32915 -0.34922 0.55779  C2 1.498, H4 1.087, H10 1.091, C12 1.492
9 H -1.73215 -0.87575 -1.23030  C7 1.082
10 H 2.40542 -0.43273 0.39932  C8 1.091
11 H -1.42331 1.79718 -0.19604  C5 1.082
12 C 0.68536 0.78466 -0.16825  C2 1.508, H3 1.086, C5 1.567, C8 1.492
13 H 0.94922 -1.07248 -1.56037  C2 1.086

Table of Mulliken atomic charges, one value per atom, all in e:
1 H 0.21
2 C -0.26
3 H 0.39
4 H 0.19
5 C -0.32
6 N -0.49
7 C -0.31
8 C -0.58
9 H 0.38
10 H 0.26
11 H 0.39
12 C -0.23
13 H 0.39

4.
Molecular formula: C5H7N
Method: DFT, the ωB97M-V functional and the def2-TZVPD basis

Values from the calculation:
SMILES ... C#C[C@@H]1CN1C

Last columns: bonded neighbours and bond lengths (Å).
Geometry (Å):
1 C 2.68277 -1.11968 -0.24177  C12 1.207, H13 1.071
2 N -0.26917 0.39746 0.39002  C3 1.434, C8 1.418, C10 1.434
3 C -1.37359 -0.08211 1.16818  N2 1.434, H4 1.094, H7 1.102, H9 1.094
4 H -1.59114 0.68122 1.92092  C3 1.094
5 H -0.35061 -0.87616 -1.42949  C10 1.093
6 H 0.34938 2.06991 -0.81103  C8 1.087
7 H -2.29688 -0.32045 0.61550  C3 1.102
8 C -0.31630 1.21158 -0.77034  N2 1.418, H6 1.087, C10 1.530, H11 1.102
9 H -1.02600 -0.98200 1.68414  C3 1.094
10 C 0.24668 -0.21030 -0.80179  N2 1.434, H5 1.093, C8 1.530, C12 1.464
11 H -1.30179 1.39426 -1.22769  C8 1.102
12 C 1.62263 -0.66546 -0.59809  C1 1.207, C10 1.464
13 H 3.62403 -1.49826 0.10142  C1 1.071

Table of Mulliken atomic charges, one value per atom, all in e:
1 C 0.17
2 N -0.17
3 C -0.81
4 H 0.29
5 H 0.35
6 H 0.22
7 H 0.31
8 C -0.32
9 H 0.28
10 C -0.35
11 H 0.30
12 C -0.66
13 H 0.39

5.
Molecular formula: C5H7N
Method: DFT, the ωB97M-V functional and the def2-TZVPD basis

Values from the calculation:
SMILES ... C=NC1(C)C=C1

Last columns: bonded neighbours and bond lengths (Å).
Geometry (Å):
1 C 1.11285 -1.89793 0.14218  H7 1.013, H8 1.037, N13 1.249
2 H -0.72874 1.89693 0.57922  C6 1.194
3 C -1.27950 0.35294 -1.59294  C5 1.289, C10 1.545, H12 1.067
4 H -0.92948 0.20635 1.37101  C6 1.040
5 C -0.16527 0.95502 -1.83151  C3 1.289, H9 1.014, C10 1.544
6 C -0.30782 0.79856 0.78486  H2 1.194, H4 1.040, C10 1.569, H11 1.037
7 H 1.77678 -2.54481 -0.26687  C1 1.013
8 H 0.91608 -1.99808 1.15525  C1 1.037
9 H 0.39357 1.53230 -2.44937  C5 1.014
10 C -0.15127 0.04598 -0.58312  C3 1.545, C5 1.544, C6 1.569, N13 1.388
11 H 0.60095 0.67122 1.26699  C6 1.037
12 H -2.25303 -0.05232 -1.75335  C3 1.067
13 N 0.63533 -1.09342 -0.68595  C1 1.249, C10 1.388

Table of Mulliken atomic charges, one value per atom, all in e:
1 C -0.39
2 H 0.31
3 C -0.46
4 H 0.35
5 C -0.67
6 C -1.23
7 H 0.29
8 H 0.29
9 H 0.42
10 C 0.76
11 H 0.43
12 H 0.42
13 N -0.53

6.
Molecular formula: C5H7N
Method: DFT, the ωB97M-V functional and the def2-TZVPD basis

Values from the calculation:
SMILES ... N#CCC1CC1

Last columns: bonded neighbours and bond lengths (Å).
Geometry (Å):
1 H -0.70251 -1.53798 0.69985  C8 1.087
2 C -1.40547 0.11652 -0.61510  H6 1.086, C8 1.499, C9 1.507, H11 1.087
3 N 2.46598 -0.77722 0.88451  C7 1.169
4 H -1.63924 -0.24040 1.57746  C8 1.086
5 H 1.59870 0.85845 -1.15999  C10 1.080
6 H -2.21965 0.83466 -0.65319  C2 1.086
7 C 2.31544 0.37581 0.76432  N3 1.169, C10 1.666
8 C -1.05627 -0.50964 0.70164  H1 1.087, C2 1.499, H4 1.086, C9 1.502
9 C -0.15366 0.53621 0.11143  C2 1.507, C8 1.502, C10 1.496, H13 1.084
10 C 1.18560 0.16470 -0.44203  H5 1.080, C7 1.666, C9 1.496, H12 1.109
11 H -1.30828 -0.48616 -1.51470  C2 1.087
12 H 1.14095 -0.83225 -0.92526  C10 1.109
13 H -0.15883 1.51088 0.58663  C9 1.084

Table of Mulliken atomic charges, one value per atom, all in e:
1 H 0.23
2 C -0.62
3 N -0.28
4 H 0.25
5 H 0.33
6 H 0.25
7 C -0.15
8 C -0.52
9 C 0.03
10 C -0.45
11 H 0.24
12 H 0.29
13 H 0.39

7.
Molecular formula: C5H7N
Method: DFT, the ωB97M-V functional and the def2-TZVPD basis

Last columns: bonded neighbours and bond lengths (Å).
Geometry (Å):
1 H -0.54202 -1.27475 1.56036  C2 1.092
2 C -0.88928 -0.44068 0.94767  H1 1.092, C3 1.461, N9 1.359
3 C -0.32640 -0.03648 -0.33818  C2 1.461, C5 1.423, N9 1.536, C12 1.497
4 H 0.36430 1.94338 -0.34768  C12 1.094
5 C 0.87592 -0.79677 -0.34724  C3 1.423, C11 1.327
6 H 2.77424 -0.77485 0.77201  C11 1.079
7 H 0.10943 1.28634 -1.97846  C12 1.096
8 H -1.83792 -1.67402 -0.33868  N9 1.020
9 N -1.69886 -0.68819 -0.11526  C2 1.359, C3 1.536, H8 1.020
10 H 1.27710 -0.05418 1.52379  C11 1.108
11 C 1.72122 -0.57190 0.65044  C5 1.327, H6 1.079, H10 1.108
12 C -0.29733 1.32447 -0.96134  C3 1.497, H4 1.094, H7 1.096, H13 1.089
13 H -1.30461 1.73870 -0.98836  C12 1.089

Table of Mulliken atomic charges, one value per atom, all in e:
1 H 0.35
2 C -0.36
3 C 0.97
4 H 0.26
5 C -0.35
6 H 0.27
7 H 0.36
8 H 0.26
9 N -0.41
10 H 0.22
11 C -0.73
12 C -1.20
13 H 0.37

8.
Molecular formula: C5H7N
Method: DFT, the ωB97M-V functional and the def2-TZVPD basis

Values from the calculation:
SMILES ... C1[C@@H]2[C@H]1[C@@H]1N[C@H]21

Last columns: bonded neighbours and bond lengths (Å).
Geometry (Å):
1 H -1.42202 1.81990 -0.27878  C2 1.086
2 C -0.88124 0.91406 -0.02248  H1 1.086, N3 1.470, C11 1.472, C13 1.559
3 N -1.54693 -0.12089 0.78191  C2 1.470, H8 1.018, C11 1.437
4 H 2.29380 -0.45787 0.44429  C10 1.087
5 H 0.88108 -1.29726 -1.41002  C9 1.085
6 H 1.27117 1.61047 -0.57291  C13 1.088
7 H -1.77560 -0.76963 -1.30175  C11 1.083
8 H -0.98986 -0.54617 1.52036  N3 1.018
9 C 0.45161 -0.65916 -0.64499  H5 1.085, C10 1.505, C11 1.549, C13 1.528
10 C 1.22643 -0.32187 0.60033  H4 1.087, C9 1.505, H12 1.087, C13 1.482
11 C -1.07932 -0.45083 -0.53580  C2 1.472, N3 1.437, H7 1.083, C9 1.549
12 H 0.90884 -0.50868 1.62308  C10 1.087
13 C 0.66204 0.78794 -0.20322  C2 1.559, H6 1.088, C9 1.528, C10 1.482

Table of Mulliken atomic charges, one value per atom, all in e:
1 H 0.38
2 C -0.31
3 N -0.60
4 H 0.26
5 H 0.42
6 H 0.41
7 H 0.39
8 H 0.26
9 C -0.28
10 C -0.73
11 C -0.29
12 H 0.18
13 C -0.09

Calculated calculated total energy in order - -6786.08051; -6786.83025; -6784.59343; -6784.94057; -6784.09908; -6785.17420; -6782.18543; -6784.93116 eV